[1]
Computed, not measured: a single C4H4O2 molecule, with ωB97M-V/def2-TZVPD.

Its SMILES is O=CC#CCO. Its energy above the lowest of the compared OMol25 structures with the same formula, charge and spin is 47.72 kcal/mol. The net charge is 0. Its HOMO-LUMO gap is 10.6361 eV. Its HOMO energy is -10.6 eV. The value obtained for the LUMO energy is 0.0574 eV.

Each atom is followed by the atoms it is bonded to, with distances in Å.
Geometry (Å):
1 O 1.68915 1.17987 -1.15145  C2 1.409, H7 0.965
2 C 0.34493 0.81834 -1.37272  O1 1.409, C3 1.469, H8 1.094, H9 1.099
3 C -0.23072 0.10661 -0.22332  C2 1.469, C4 1.208
4 C -0.61172 -0.53155 0.72852  C3 1.208, C5 1.451
5 C -0.92464 -1.45301 1.80536  C4 1.451, O6 1.209, H10 1.105
6 O -1.50593 -2.49801 1.62632  C5 1.209
7 H 1.73053 1.71114 -0.34667  O1 0.965
8 H 0.34682 0.14026 -2.23088  C2 1.094
9 H -0.27962 1.68241 -1.63990  C2 1.099
10 H -0.55880 -1.15608 2.80473  C5 1.105

[2]
Computed, not measured: a single C4H4O2 molecule at a distorted geometry, with ωB97M-V/def2-TZVPD.

Its SMILES is C=C=C(O)C=O. Its energy above the lowest of the compared OMol25 structures with the same formula, charge and spin is 42.64 kcal/mol. The net charge is 0. Its HOMO-LUMO gap is 9.3152 eV. Its HOMO energy is -9.3 eV. The value obtained for the LUMO energy is 0.0617 eV.

Each atom is followed by the atoms it is bonded to, with distances in Å.
Geometry (Å):
1 O 0.01210 -1.75719 0.77981  C2 1.350, H7 0.970
2 C 0.19989 -0.53666 0.23346  O1 1.350, C3 1.473, C5 1.308
3 C 1.07867 0.40030 0.95500  C2 1.473, O4 1.214, H9 1.108
4 O 1.66344 0.03281 1.95343  C3 1.214
5 C -0.45590 -0.11613 -0.81729  C2 1.308, C6 1.294
6 C -1.22234 0.55985 -1.61023  C5 1.294, H8 1.085, H10 1.088
7 H 0.59270 -1.76741 1.55674  O1 0.970
8 H -1.76840 1.26494 -0.99204  C6 1.085
9 H 1.07676 1.45374 0.61302  C3 1.108
10 H -1.19314 0.49632 -2.69642  C6 1.088

[3]
Computed, not measured: a single C4H4O2 molecule at a distorted geometry, with ωB97M-V/def2-TZVPD.

Its SMILES is Oc1ccco1. Its energy above the lowest of the compared OMol25 structures with the same formula, charge and spin is 19.04 kcal/mol. The net charge is 0. Its HOMO-LUMO gap is 8.8717 eV. Its HOMO energy is -8.2 eV. The value obtained for the LUMO energy is 0.6459 eV.

Each atom is followed by the atoms it is bonded to, with distances in Å.
Geometry (Å):
1 C -0.45014 0.45490 0.13929  C2 1.330, O9 1.343, O10 1.341
2 C -0.83588 -0.81638 0.07683  C1 1.330, C3 1.359, H6 1.107
3 C 0.29049 -1.49321 -0.27086  C2 1.359, C4 1.327, H7 1.069
4 C 1.31650 -0.66717 -0.43310  C3 1.327, H8 1.096, O10 1.407
5 H -0.51711 2.29002 0.99259  O9 1.071
6 H -1.86893 -1.19004 0.21709  C2 1.107
7 H 0.39525 -2.53749 -0.47474  C3 1.069
8 H 2.38952 -0.88068 -0.49686  C4 1.096
9 O -1.12906 1.54802 0.52246  C1 1.343, H5 1.071
10 O 0.83849 0.63315 -0.18634  C1 1.341, C4 1.407

[4]
Computed, not measured: a single C4H4O2 molecule, with ωB97M-V/def2-TZVPD.

Its SMILES is O=C/C=C\C=O. Its energy above the lowest of the compared OMol25 structures with the same formula, charge and spin is 21.65 kcal/mol. The net charge is 0. Its HOMO-LUMO gap is 9.4978 eV. Its HOMO energy is -10.3 eV. The value obtained for the LUMO energy is -0.8102 eV.

Each atom is followed by the atoms it is bonded to, with distances in Å.
Geometry (Å):
1 O -1.72977 2.07629 0.21606  C2 1.207
2 C -0.86825 1.24784 0.38597  O1 1.207, C3 1.485, H8 1.106
3 C -1.00183 -0.16918 -0.03867  C2 1.485, C4 1.338, H7 1.088
4 C 0.06106 -0.96677 -0.19586  C3 1.338, C6 1.487, H9 1.088
5 O 2.32816 -1.09971 -0.76726  C6 1.212
6 C 1.47020 -0.49366 -0.16334  C4 1.487, O5 1.212, H10 1.108
7 H -2.00899 -0.52909 -0.23796  C3 1.088
8 H 0.07219 1.50784 0.90747  C2 1.106
9 H -0.04690 -2.00765 -0.49243  C4 1.088
10 H 1.72413 0.43409 0.38600  C6 1.108

[5]
Computed, not measured: a single C4H4O2 molecule at a distorted geometry, with ωB97M-V/def2-TZVPD.

Its SMILES is COC=C=C=O. Its energy above the lowest of the compared OMol25 structures with the same formula, charge and spin is 57.64 kcal/mol. The net charge is 0. Its HOMO-LUMO gap is 9.1149 eV. Its HOMO energy is -9.1 eV. The value obtained for the LUMO energy is -0.0244 eV.

Each atom is followed by the atoms it is bonded to, with distances in Å.
Geometry (Å):
1 C -2.79683 0.18725 -0.19869  C3 1.316, O5 1.157
2 C -0.41986 0.08217 0.57214  C3 1.355, O6 1.369, H7 1.154
3 C -1.77351 0.10852 0.62472  C1 1.316, C2 1.355
4 C 1.79646 -0.05364 -0.42096  O6 1.440, H8 1.043, H9 1.046, H10 1.154
5 O -3.89594 0.27406 -0.54798  C1 1.157
6 O 0.41024 0.32953 -0.48831  C2 1.369, C4 1.440
7 H 0.18305 -0.36354 1.44994  C2 1.154
8 H 2.34669 0.42185 -1.16826  C4 1.043
9 H 1.91599 -1.09179 -0.45764  C4 1.046
10 H 2.23372 0.10559 0.63504  C4 1.154

[6]
Computed, not measured: a single C4H4O2S molecule at a distorted geometry, with ωB97M-V/def2-TZVPD.

Its SMILES is Oc1ccc(S)o1. Its energy above the lowest of the compared OMol25 structures with the same formula, charge and spin is 53.73 kcal/mol. The net charge is 0. Its HOMO-LUMO gap is 8.0979 eV. Its HOMO energy is -7.5 eV. The value obtained for the LUMO energy is 0.6114 eV.

Each atom is followed by the atoms it is bonded to, with distances in Å.
Geometry (Å):
1 C -0.65480 -1.09747 0.85138  C2 1.381, O9 1.278, O10 1.349
2 C 0.69967 -1.36160 0.90134  C1 1.381, C3 1.318, H6 1.141
3 C 1.32408 -0.54594 0.07492  C2 1.318, C4 1.392, H7 1.108
4 C 0.38717 0.39580 -0.33998  C3 1.392, O10 1.354, S11 1.867
5 H -2.42548 -1.24512 1.12825  O9 0.956
6 H 1.00065 -2.22605 1.58279  C2 1.141
7 H 2.36737 -0.17599 0.02376  C3 1.108
8 H 1.86190 1.90952 -1.13166  S11 1.454
9 O -1.66355 -1.82230 1.15249  C1 1.278, H5 0.956
10 O -0.83786 -0.08370 -0.01958  C1 1.349, C4 1.354
11 S 0.41688 2.04006 -1.22452  C4 1.867, H8 1.454